#one
DFT (wB97M-V/def2-TZVPD) results for 2 unconnected molecules or ions with the total composition CH3ClFP.

Geometry (Å):
C (1.49, 0.20, -0.11)
F (0.92, 1.02, -1.02)
P (-1.60, -0.92, 0.65)
Cl (-2.12, -0.45, -1.14)
H (1.84, -0.76, -0.42)
H (1.21, 0.39, 0.97)
H (-1.73, 0.53, 1.08)

Results
2S+1 = 1
total charge = 0
Kohn-Sham gap (alpha / beta) = 7.69 / 8.64 eV
LUMO (alpha / beta) = -1.03 / 0.30 eV
E_HOMO (alpha / beta) = -8.73 / -8.35 eV

Löwdin atomic charge list, values in e, 4 entries: atom 1 (C): -0.070, atom 2 (F): -0.092, atom 3 (P): 0.196, atom 4 (Cl): 0.043

=====

#two
DFT (wB97M-V/def2-TZVPD) results for a single CH3ClFP molecule.

Geometry (Å):
C (-0.59, -0.14, -0.41)
F (0.27, -0.58, -1.52)
P (-0.16, -1.14, 1.16)
Cl (-0.25, 0.42, 2.36)
H (-0.26, 0.82, -0.25)
H (-1.66, -0.18, -0.78)
H (1.31, -1.20, 0.89)

Results
structure (SMILES) = FCPCl
2S+1 = 1
total charge = 0
Kohn-Sham gap = 10.41 eV
LUMO = 0.73 eV
E_HOMO = -9.68 eV

Löwdin atomic charge list, values in e, 4 entries: atom 1 (C): -0.429, atom 2 (F): -0.186, atom 3 (P): 0.414, atom 4 (Cl): 0.157

=====

Verdict on stability: #two comes out on top.

=====

#one
DFT (wB97M-V/def2-TZVPD) results for a molecular structure, C20H17Cl2N2STc.

Geometry (Å):
Tc (0.30, -0.65, -0.57)
C (4.56, -1.34, -2.81)
C (3.72, -0.29, -3.14)
C (2.52, -0.12, -2.46)
C (2.13, -1.00, -1.44)
C (3.00, -2.05, -1.11)
C (4.20, -2.22, -1.79)
H (5.49, -1.48, -3.33)
H (3.99, 0.40, -3.93)
H (1.88, 0.72, -2.72)
H (2.76, -2.74, -0.31)
H (4.86, -3.03, -1.52)
N (0.75, 0.50, 0.53)
C (1.14, 1.47, 1.44)
C (1.24, 2.79, 1.01)
C (1.63, 3.77, 1.91)
C (1.91, 3.43, 3.23)
C (1.81, 2.11, 3.65)
C (1.42, 1.12, 2.76)
H (1.02, 3.03, -0.02)
H (1.72, 4.79, 1.58)
H (2.22, 4.20, 3.92)
H (2.04, 1.85, 4.68)
H (1.34, 0.09, 3.08)
Cl (0.05, -3.19, -0.63)
C (-1.52, -3.62, 0.16)
Cl (-1.29, -4.89, 1.33)
H (-2.19, -3.95, -0.62)
H (-1.87, -2.72, 0.65)
S (-3.90, -0.77, -2.60)
C (-2.25, -1.06, -2.28)
N (-1.81, -0.65, -1.12)
C (-2.83, -0.05, -0.38)
C (-2.71, 0.50, 0.90)
C (-3.83, 1.04, 1.48)
C (-5.06, 1.06, 0.81)
C (-5.19, 0.52, -0.46)
C (-4.06, -0.03, -1.04)
H (-1.62, -1.55, -3.01)
H (-1.76, 0.49, 1.41)
H (-3.77, 1.47, 2.47)
H (-5.93, 1.50, 1.29)
H (-6.14, 0.54, -0.98)

Results
2S+1 = 2
total charge = +1
expectation value of S² = 0.763
Kohn-Sham gap (alpha / beta) = 7.63 / 7.36 eV
LUMO (alpha / beta) = -3.68 / -3.97 eV
E_HOMO (alpha / beta) = -11.31 / -11.33 eV

Löwdin atomic charge list, values in e, 4 entries: atom 1 (Tc): 1.213, atom 2 (C): -0.072, atom 3 (C): -0.085, atom 4 (C): -0.142

=====

#two
DFT (wB97M-V/def2-TZVPD) results for a molecular structure, C20H17Cl2N2STc.

Geometry (Å):
Tc (0.24, 0.08, 0.36)
C (-1.19, -0.13, 4.99)
C (-1.47, 0.95, 4.17)
C (-1.00, 0.98, 2.86)
C (-0.24, -0.08, 2.35)
C (0.06, -1.15, 3.19)
C (-0.41, -1.17, 4.50)
H (-1.55, -0.16, 6.01)
H (-2.06, 1.78, 4.54)
H (-1.22, 1.86, 2.26)
H (0.65, -1.98, 2.83)
H (-0.16, -2.01, 5.13)
N (1.48, -1.04, 0.39)
C (2.50, -1.95, 0.21)
C (2.18, -3.30, 0.05)
C (3.21, -4.21, -0.11)
C (4.53, -3.79, -0.11)
C (4.84, -2.44, 0.06)
C (3.83, -1.51, 0.22)
H (1.14, -3.61, 0.06)
H (2.98, -5.26, -0.24)
H (5.32, -4.51, -0.23)
H (5.87, -2.12, 0.07)
H (4.04, -0.46, 0.36)
Cl (-2.14, -0.29, -0.37)
C (-3.43, 0.33, 0.76)
Cl (-3.64, 2.06, 0.64)
H (-3.11, 0.04, 1.76)
H (-4.33, -0.18, 0.43)
S (-0.19, 4.55, -0.93)
C (-0.45, 2.87, -0.85)
N (0.23, 2.22, 0.06)
C (1.05, 3.09, 0.78)
C (1.91, 2.73, 1.83)
C (2.65, 3.72, 2.42)
C (2.54, 5.06, 2.01)
C (1.70, 5.42, 0.98)
C (0.95, 4.42, 0.37)
H (-1.16, 2.38, -1.51)
H (1.96, 1.70, 2.16)
H (3.31, 3.48, 3.24)
H (3.14, 5.81, 2.50)
H (1.62, 6.45, 0.66)

Results
2S+1 = 2
total charge = +1
expectation value of S² = 0.768
Kohn-Sham gap (alpha / beta) = 6.98 / 7.04 eV
LUMO (alpha / beta) = -4.04 / -3.78 eV
E_HOMO (alpha / beta) = -11.02 / -10.82 eV

Löwdin atomic charge list, values in e, 4 entries: atom 1 (Tc): 1.170, atom 2 (C): -0.084, atom 3 (C): -0.088, atom 4 (C): -0.190

=====

Verdict on stability: #two comes out on top.

=====

#one
DFT (wB97M-V/def2-TZVPD) results for a molecular structure, C4H5BrN2.

Geometry (Å):
C (-0.94, 2.01, 0.01)
C (0.49, 1.89, -0.01)
C (-1.54, 0.81, 0.01)
C (0.11, -1.62, -0.01)
N (0.94, 0.67, -0.04)
N (0.02, -0.21, -0.07)
Br (-3.13, -0.09, 0.00)
H (-1.42, 2.97, 0.02)
H (1.17, 2.72, -0.01)
H (-0.83, -2.03, -0.36)
H (0.92, -1.97, -0.66)
H (0.30, -1.97, 1.01)

Results
2S+1 = 1
total charge = 0
Kohn-Sham gap = 8.84 eV
LUMO = 0.68 eV
E_HOMO = -8.17 eV

Löwdin atomic charge list, values in e, 4 entries: atom 1 (C): -0.156, atom 2 (C): -0.185, atom 3 (C): -0.607, atom 4 (C): -0.090

=====

#two
DFT (wB97M-V/def2-TZVPD) results for a molecular structure, C4H5BrN2.

Geometry (Å):
C (0.88, 0.79, -1.60)
C (-1.01, -0.28, -1.14)
C (1.08, 0.58, 0.71)
C (0.28, -0.70, 0.98)
N (1.36, 0.98, -0.49)
N (-0.83, -0.77, -0.02)
Br (-2.71, -0.88, 1.51)
H (1.00, 1.16, -2.64)
H (-2.01, 0.03, -1.57)
H (1.25, 1.34, 1.45)
H (0.96, -1.56, 0.89)
H (-0.26, -0.67, 1.93)

Results
2S+1 = 1
total charge = 0
Kohn-Sham gap (alpha / beta) = 6.74 / 6.28 eV
LUMO (alpha / beta) = -1.24 / -1.49 eV
E_HOMO (alpha / beta) = -7.98 / -7.77 eV

Löwdin atomic charge list, values in e, 4 entries: atom 1 (C): 0.055, atom 2 (C): -0.004, atom 3 (C): -0.128, atom 4 (C): -0.207

=====

Verdict on stability: #one comes out on top.

=====

#one
DFT (wB97M-V/def2-TZVPD) results for a single C9H13O2P molecule.

Geometry (Å):
C (-3.17, 1.09, -0.54)
C (-2.01, 0.79, 0.07)
C (-0.89, -0.07, -0.18)
C (2.92, -0.96, 0.19)
C (1.63, -0.91, -0.19)
C (-4.01, 2.06, 0.24)
C (-2.03, 1.73, 1.25)
C (3.55, -0.52, 1.41)
C (1.63, -2.31, -2.03)
O (-3.31, 2.15, 1.49)
O (0.89, -1.55, -1.19)
P (0.53, 0.23, 0.75)
H (-3.53, 0.66, -1.39)
H (-1.04, -0.61, -1.03)
H (3.58, -1.74, -0.30)
H (-3.83, 2.97, -0.34)
H (-5.07, 1.90, 0.44)
H (-1.68, 1.27, 2.19)
H (-1.35, 2.57, 1.06)
H (4.69, -0.26, 1.12)
H (3.02, 0.37, 1.74)
H (3.74, -1.28, 2.19)
H (1.06, -2.96, -2.72)
H (2.41, -2.86, -1.54)
H (2.30, -1.75, -2.70)

Results
structure (SMILES) = C/C=C(OC)\P=C\C1=CCOC1
2S+1 = 1
total charge = 0
Kohn-Sham gap = 7.50 eV
LUMO = -0.41 eV
E_HOMO = -7.91 eV

Löwdin atomic charge list, values in e, 4 entries: atom 1 (C): 0.002, atom 2 (C): -0.311, atom 3 (C): -0.277, atom 4 (C): -0.233

=====

#two
DFT (wB97M-V/def2-TZVPD) results for a single C9H13O2P molecule.

Geometry (Å):
C (0.46, 0.82, -1.04)
C (1.77, 1.24, -0.51)
C (-0.63, 2.01, -0.64)
C (1.88, 1.78, 0.65)
C (-0.51, 2.65, 0.53)
C (0.68, 2.28, 1.34)
C (-1.55, -3.51, -1.08)
C (0.68, 2.61, 2.67)
C (-0.64, -2.25, 0.62)
O (1.10, -1.75, -1.41)
O (-1.71, -2.90, 0.14)
P (-0.01, -0.95, -0.86)
H (0.69, 0.57, -2.18)
H (2.56, 0.85, -1.10)
H (-1.44, 2.16, -1.29)
H (2.79, 2.05, 1.14)
H (-1.13, 3.33, 0.93)
H (-2.45, -4.04, -1.37)
H (-0.73, -4.27, -0.97)
H (-1.25, -2.87, -1.97)
H (1.65, 2.67, 3.18)
H (-0.22, 3.14, 2.96)
H (-1.05, -1.68, 1.39)
H (0.20, -2.99, 0.64)
H (-1.14, -0.95, -1.76)

Results
structure (SMILES) = C=C1C=CC([P@@H](=O)COC)C=C1
2S+1 = 1
total charge = 0
Kohn-Sham gap = 8.79 eV
LUMO = 0.23 eV
E_HOMO = -8.55 eV

Löwdin atomic charge list, values in e, 4 entries: atom 1 (C): -0.345, atom 2 (C): -0.135, atom 3 (C): -0.010, atom 4 (C): -0.072

=====

Verdict on stability: #two comes out on top.

=====

#one
DFT (wB97M-V/def2-TZVPD) results for 2 unconnected molecules or ions with the total composition C22H23BrN4O2S.

Geometry (Å):
C (-1.56, -4.81, -1.90)
C (-0.14, -4.14, -1.99)
N (-0.10, -2.80, -1.37)
C (1.13, -2.11, -1.58)
C (2.27, -2.66, -2.32)
C (3.52, -1.87, -2.51)
C (3.55, -0.53, -1.96)
C (2.42, 0.09, -1.23)
C (1.23, -0.72, -1.05)
S (-0.17, 0.03, -0.12)
C (0.73, 1.22, 0.95)
C (0.18, 1.61, 2.24)
C (0.90, 2.60, 3.06)
O (0.27, 2.91, 4.30)
N (1.00, 2.44, 5.40)
O (1.33, 1.32, 5.24)
C (2.16, 3.22, 2.62)
C (2.91, 4.30, 3.49)
Br (4.25, 5.34, 2.46)
C (1.94, 5.34, 4.19)
C (2.71, 6.61, 4.75)
C (2.70, 2.77, 1.32)
C (2.00, 1.77, 0.48)
N (2.62, 1.46, -0.79)
H (-1.87, -4.88, -0.82)
H (-1.54, -5.82, -2.38)
H (-2.33, -4.15, -2.39)
H (0.68, -4.75, -1.52)
H (0.12, -4.08, -3.09)
H (-0.91, -2.27, -1.69)
H (2.26, -3.67, -2.78)
H (4.39, -2.30, -3.07)
H (4.48, 0.07, -2.11)
H (-0.79, 1.15, 2.55)
H (3.50, 3.72, 4.25)
H (1.52, 4.83, 5.11)
H (1.05, 5.62, 3.57)
H (3.72, 6.29, 5.15)
H (2.81, 7.42, 3.98)
H (2.15, 7.05, 5.63)
H (3.67, 3.18, 0.94)
H (3.64, 1.54, -0.67)
N (-4.92, -3.80, -2.14)
C (-5.45, -2.64, -1.76)
C (-6.27, -1.86, -2.56)
C (-6.54, -2.31, -3.84)
C (-6.00, -3.51, -4.27)
C (-5.20, -4.21, -3.38)
H (-5.21, -2.33, -0.75)
H (-6.68, -0.93, -2.19)
H (-7.17, -1.73, -4.51)
H (-6.19, -3.89, -5.26)
H (-4.75, -5.16, -3.67)

Results
structure (SMILES) = CCNc1cccc2c1Sc1cc(ON=O)c([C@@H](Br)CC)cc1N2.c1ccncc1
2S+1 = 1
total charge = 0
Kohn-Sham gap = 7.39 eV
LUMO = -0.27 eV
E_HOMO = -7.66 eV

Löwdin atomic charge list, values in e, 4 entries: atom 1 (C): -0.098, atom 2 (C): -0.293, atom 3 (N): -0.034, atom 4 (C): -0.240

=====

#two
DFT (wB97M-V/def2-TZVPD) results for a single C22H23BrN4O2S molecule.

Geometry (Å):
O (-1.22, 0.27, 2.20)
C (-1.34, 0.45, 1.00)
N (-2.43, 1.04, 0.45)
H (-2.54, 1.01, -0.56)
C (-3.59, 1.39, 1.23)
H (-4.04, 2.29, 0.81)
C (-4.62, 0.25, 1.28)
N (-5.77, 0.66, 2.05)
C (-6.78, 1.34, 1.26)
C (-7.72, 0.25, 0.68)
H (-8.76, 0.58, 0.71)
H (-7.47, 0.04, -0.36)
C (-7.47, -0.97, 1.57)
H (-8.39, -1.36, 2.01)
H (-6.99, -1.77, 1.01)
C (-6.51, -0.43, 2.66)
H (-5.84, -1.19, 3.05)
H (-7.09, -0.02, 3.49)
H (-6.33, 1.96, 0.49)
H (-7.35, 2.00, 1.93)
H (-4.14, -0.60, 1.78)
H (-4.87, -0.06, 0.25)
H (-3.25, 1.61, 2.24)
C (-0.28, 0.05, 0.02)
C (0.01, 0.80, -1.11)
C (1.02, 0.40, -1.97)
C (1.74, -0.76, -1.71)
C (1.45, -1.50, -0.57)
C (0.46, -1.09, 0.29)
H (0.24, -1.65, 1.19)
H (2.01, -2.40, -0.36)
C (2.85, -1.19, -2.63)
N (4.15, -1.04, -1.97)
C (4.78, -2.14, -1.47)
S (4.24, -3.68, -1.61)
N (5.96, -1.93, -0.82)
C (6.55, -0.71, -0.63)
C (7.75, -0.56, 0.05)
C (8.30, 0.70, 0.21)
C (7.65, 1.81, -0.32)
C (6.46, 1.68, -1.00)
C (5.90, 0.42, -1.16)
C (4.63, 0.27, -1.88)
O (4.02, 1.19, -2.38)
H (5.94, 2.54, -1.41)
Br (8.43, 3.53, -0.10)
H (9.24, 0.82, 0.74)
H (8.25, -1.42, 0.46)
H (6.41, -2.76, -0.46)
H (2.75, -2.24, -2.91)
H (2.87, -0.56, -3.53)
H (1.25, 0.99, -2.84)
H (-0.53, 1.71, -1.32)

Results
structure (SMILES) = O=C(NCCN1CCCC1)c1ccc(Cn2c(=S)[nH]c3ccc(Br)cc3c2=O)cc1
2S+1 = 1
total charge = 0
Kohn-Sham gap = 8.40 eV
LUMO = -0.18 eV
E_HOMO = -8.58 eV

Löwdin atomic charge list, values in e, 4 entries: atom 1 (O): 0.074, atom 2 (C): -0.459, atom 3 (N): 0.060, atom 4 (H): 0.134

=====

Verdict on stability: #two comes out on top.